[1]
Molecular formula: C19H35AlI2N2O2PS
Method: DFT, wB97M-V/def2-TZVPD

- frontier orbital gap (eV) = 7.142
- relative energy (zero: lowest compared OMol25 entry of this formula, charge and spin) (kJ/mol) = 1.8
- E (hartree) = -2582.3481
- total charge = +1
- HOMO energy (Ha) = -0.407

Geometry as XYZ:
```
63
Properties=species:S:1:pos:R:3:forces:R:3:lowdin_charge:R:1
Al 1.4464 0.0135 -1.0186 0.2 0.1 -0.3 -0.261
C 0.5296 -3.9570 -0.8516 0.0 0.0 0.0 -0.084
C -0.3620 -3.7199 -2.0822 0.0 0.0 0.0 -0.590
C -1.7513 -3.3922 -1.5175 0.0 0.0 0.0 -0.102
C -0.4666 -5.0159 -2.8941 0.0 0.0 0.0 -0.071
P 0.2880 -2.2351 -3.0359 0.0 0.1 -0.1 0.932
N 0.7584 -1.1323 -2.0418 -0.2 -0.1 0.0 -0.170
C 1.7630 -2.7511 -4.0903 0.0 0.0 0.0 -0.588
C 2.7271 -3.5861 -3.2333 0.0 0.0 0.0 -0.088
C 2.5600 -1.4981 -4.4910 0.0 0.0 0.0 -0.085
C 1.4157 -3.5460 -5.3547 0.0 0.0 0.0 -0.071
C -1.0688 -1.5406 -4.1386 0.0 0.0 0.0 -0.590
C -1.8647 -2.5831 -4.9321 0.0 0.0 0.0 -0.070
C -0.4474 -0.5446 -5.1319 0.0 0.0 0.0 -0.088
C -2.0326 -0.7036 -3.2812 0.0 0.0 0.0 -0.088
H 0.0697 -4.7451 -0.2504 0.0 0.0 0.0 0.092
H 0.5911 -3.0581 -0.2384 0.0 0.0 0.0 0.061
H 1.5355 -4.2821 -1.0991 0.0 0.0 0.0 0.060
H -2.0281 -4.1887 -0.8224 0.0 0.0 0.0 0.093
H -2.5241 -3.3478 -2.2806 0.0 0.0 0.0 0.066
H -1.7440 -2.4562 -0.9609 0.0 0.0 0.0 0.025
H -0.9399 -5.7755 -2.2668 0.0 0.0 0.0 0.094
H 0.5044 -5.4060 -3.1902 0.0 0.0 0.0 0.065
H -1.0795 -4.9049 -3.7874 0.0 0.0 0.0 0.069
H 2.9772 -3.0735 -2.3030 0.0 0.0 0.0 0.076
H 3.6515 -3.7221 -3.7992 0.0 0.0 0.0 0.091
H 2.3446 -4.5762 -3.0011 0.0 0.0 0.0 0.064
H 2.8265 -0.9083 -3.6133 0.0 0.0 0.0 0.059
H 2.0379 -0.8564 -5.1929 0.0 0.0 0.0 0.060
H 3.4839 -1.8289 -4.9716 0.0 0.0 0.0 0.091
H 0.8399 -4.4457 -5.1461 0.0 0.0 0.0 0.067
H 2.3478 -3.8588 -5.8320 0.0 0.0 0.0 0.094
H 0.8678 -2.9505 -6.0821 0.0 0.0 0.0 0.065
H -1.2304 -3.2106 -5.5562 0.0 0.0 0.0 0.067
H -2.5550 -2.0562 -5.5954 0.0 0.0 0.0 0.094
H -2.4643 -3.2295 -4.2946 0.0 0.0 0.0 0.065
H 0.1332 -1.0299 -5.9126 0.0 0.0 0.0 0.064
H 0.1772 0.1910 -4.6225 0.0 0.0 0.0 0.077
H -1.2619 -0.0078 -5.6230 0.0 0.0 0.0 0.092
H -2.6106 -1.2877 -2.5723 0.0 0.0 0.0 0.061
H -2.7386 -0.2119 -3.9545 0.0 0.0 0.0 0.093
H -1.4940 0.0666 -2.7307 0.0 0.0 0.0 0.047
C 4.2088 -0.8079 1.3913 0.0 0.0 0.0 0.057
C 3.1529 -0.4090 0.4315 0.0 0.2 0.0 -0.537
O 1.9251 -0.3372 0.7506 0.0 -0.1 0.3 0.022
O 3.4068 -0.1110 -0.7873 0.1 0.0 0.0 -0.009
H 3.7910 -0.9490 2.3826 0.0 0.0 0.0 0.103
H 4.9916 -0.0502 1.4100 0.0 0.0 0.0 0.102
H 4.6604 -1.7351 1.0369 0.0 0.0 0.0 0.112
S 1.1902 2.2126 -1.6765 0.0 0.1 0.0 0.768
C 2.6222 3.1550 -1.4432 0.0 -0.1 0.0 -0.603
N 3.8435 2.5978 -1.3037 0.0 0.0 0.0 0.091
C 4.9870 3.3087 -1.1823 0.0 0.0 0.0 -0.030
C 4.9552 4.6704 -1.2012 0.0 0.0 0.0 -0.027
C 3.7106 5.2970 -1.3452 0.0 0.0 0.0 -0.010
C 2.5609 4.5541 -1.4625 0.0 0.0 0.0 -0.059
H 3.8993 1.5768 -1.2694 0.0 0.0 0.0 0.114
H 5.8917 2.7280 -1.0782 0.0 0.0 0.0 0.143
H 5.8686 5.2370 -1.1071 0.0 0.0 0.0 0.122
H 3.6522 6.3771 -1.3630 0.0 0.0 0.0 0.128
H 1.5946 5.0230 -1.5741 0.0 0.0 0.0 0.119
I -1.2247 1.0729 0.5975 0.0 -0.1 0.0 0.279
I -1.9457 -1.1096 1.9245 0.0 0.1 0.0 0.177
```
Forces are in eV/Å.



[2]
Molecular formula: C3H7ClO2
Method: DFT, wB97M-V/def2-TZVPD

- structure (SMILES) = CC(C)=O.OCl
- frontier orbital gap (eV) = 10.164
- relative energy (zero: lowest compared OMol25 entry of this formula, charge and spin) (kJ/mol) = 291.8
- E (hartree) = -729.0801
- HOMO energy (Ha) = -0.378

Geometry as XYZ:
```
13
Properties=species:S:1:pos:R:3:forces:R:3:lowdin_charge:R:1
C -1.1014 -0.3716 -1.3780 0.2 2.5 -3.5 -0.035
C -0.7382 0.3962 1.0086 -1.5 3.3 -0.4 -0.031
C -0.3110 0.5517 -0.4173 0.2 -2.7 -0.1 -0.504
O 0.7020 1.1626 -0.6758 -0.4 0.1 -0.5 0.052
O 2.6633 -0.8924 0.3934 0.7 0.6 1.9 -0.500
Cl 3.2226 -0.2539 1.9386 -0.2 -0.8 -1.2 0.528
H 2.0369 -0.1768 0.2462 -0.4 0.3 -0.8 -0.062
H -0.9782 -1.4284 -1.2005 -0.7 -0.2 1.1 0.063
H -0.6379 -0.3778 -2.4778 -0.9 0.7 2.2 0.116
H -0.9642 -0.5590 1.3563 0.2 -1.9 0.3 0.062
H -1.7546 0.9083 1.1308 1.3 -0.2 -0.1 0.119
H 0.0307 0.9411 1.5364 -0.1 -0.1 0.9 0.077
H -2.1699 0.1000 -1.4610 1.7 -1.6 0.2 0.115
```
Forces are in eV/Å.



[3]
Molecular formula: C4H10O
Method: DFT, wB97M-V/def2-TZVPD

- structure (SMILES) = CCCCO
- frontier orbital gap (eV) = 10.736
- relative energy (zero: lowest compared OMol25 entry of this formula, charge and spin) (kJ/mol) = 116.9
- E (hartree) = -233.6004
- HOMO energy (Ha) = -0.357

Geometry as XYZ:
```
15
Properties=species:S:1:pos:R:3:forces:R:3:lowdin_charge:R:1
C -2.2200 0.0383 -0.1623 0.1 -0.1 0.0 -0.127
C -0.8263 0.6354 0.0994 0.3 0.0 -0.2 -0.272
C 0.3073 -0.4277 0.0967 0.4 -0.3 -0.7 -0.199
C 1.8080 0.1407 -0.0634 -2.7 -0.7 0.1 -0.260
O 2.7995 -0.8225 -0.3513 -0.1 -0.2 0.4 -0.064
H -2.2394 -0.4994 -1.1166 0.0 0.1 0.1 0.069
H -2.5242 -0.6667 0.6217 0.1 0.1 -0.1 0.070
H -2.9884 0.8216 -0.2108 0.2 -0.1 0.0 0.068
H -0.6222 1.3861 -0.6736 0.0 -0.1 0.0 0.101
H -0.8756 1.1968 1.0496 0.3 -0.3 -0.2 0.106
H 0.2313 -1.1089 -0.7357 -0.8 -0.5 -0.3 0.093
H 0.2110 -1.0112 1.0383 0.4 0.2 -0.6 0.115
H 1.8416 0.8568 -0.8946 -0.1 0.2 0.7 0.119
H 1.6567 0.4882 0.9357 2.3 1.5 0.8 0.095
H 3.3243 -1.0768 0.4170 -0.3 0.2 0.0 0.088
```
Forces are in eV/Å.